Record 1
C16H24FeNO4 | ωB97M-V/def2-TZVPD

CARTESIAN COORDINATES (ANGSTROEM)
C 3.889587 1.757088 0.438722
O 3.616655 0.597340 1.253930
C 2.346666 0.175510 1.574152
C 1.506878 -0.555718 0.677523
C 0.073103 -0.127998 0.726252
C -0.442097 -0.179833 2.096181
C 0.504863 -0.203598 3.118343
C 1.888092 0.112878 2.910094
Fe 1.855179 -1.847365 2.233597
C 1.027092 -3.131949 1.368885
O 0.535680 -4.031297 0.822189
C 1.778128 -2.742943 3.770304
O 1.848628 -3.558000 4.597762
C 3.426348 -2.412222 1.794239
O 4.395870 -3.039132 1.606610
H 4.936906 1.648974 0.140684
H 3.234696 1.782113 -0.446792
H 3.769432 2.666511 1.048078
H 1.900262 -0.794369 -0.315103
H -0.047135 0.882291 0.273768
H -0.551295 -0.754824 0.081820
H -1.517687 -0.296785 2.273302
H 0.197250 -0.333369 4.161740
H 2.560791 0.380817 3.722231
C -1.531799 -2.988203 -2.576018
C -0.942385 -1.605182 -2.340772
C -2.016198 -0.628621 -1.866032
N -1.457030 0.636075 -1.350561
C -2.453617 1.712495 -1.355310
C -1.830225 3.104951 -1.403910
C -2.877606 4.198409 -1.225921
H -0.754822 -3.680702 -2.923479
H -1.951254 -3.395845 -1.646338
H -2.332550 -2.941692 -3.325393
H -0.103927 -1.684371 -1.636267
H -0.527228 -1.196150 -3.269591
H -2.663185 -0.371799 -2.722065
H -2.650968 -1.092152 -1.090520
H -0.649491 0.902636 -1.921457
H -3.075024 1.561779 -2.253463
H -3.102563 1.612937 -0.470351
H -1.049566 3.218485 -0.640196
H -1.338217 3.208737 -2.378679
H -2.399208 5.184878 -1.211031
H -3.610018 4.175117 -2.042276
H -3.417010 4.074101 -0.278879

Atomic forces in eV per Å
C -0.4 0.0 -0.1
O -0.7 -1.1 1.1
C 1.0 -0.2 -1.4
C 0.8 3.5 -2.7
C -0.4 -1.6 0.2
C 0.1 -0.1 0.6
C 0.0 0.9 1.3
C -0.9 3.4 0.7
Fe -1.2 2.2 0.4
C -3.3 -6.0 -3.3
O 1.4 2.7 1.5
C -0.4 -4.8 6.2
O -0.1 2.5 -2.6
C 8.0 -4.7 -1.9
O -3.5 2.7 0.6
H -0.3 0.0 0.0
H 0.2 0.0 0.3
H 0.0 -0.3 -0.3
H 0.0 0.3 0.2
H 0.0 -0.2 0.1
H 0.3 0.2 0.3
H 0.6 0.2 0.1
H 0.0 0.1 -0.4
H -0.3 -0.1 0.0
C 0.1 -0.2 -0.1
C -0.1 0.2 -0.1
C 0.2 0.5 0.1
N -0.2 0.3 -0.6
C 0.1 -0.1 -0.2
C 0.0 -0.2 -0.1
C 0.0 0.1 0.0
H -0.3 0.1 0.0
H 0.1 0.1 -0.2
H 0.2 -0.1 0.2
H -0.2 0.1 0.0
H 0.1 -0.2 0.1
H -0.1 -0.4 0.2
H 0.2 0.2 -0.2
H -0.4 0.0 0.0
H -0.2 0.4 0.2
H 0.1 0.0 -0.2
H -0.1 -0.1 0.0
H 0.0 0.1 0.1
H -0.2 -0.2 -0.1
H 0.1 0.1 0.2
H 0.1 0.0 -0.2

Calculated values
total charge = +1
energy above the lowest of the compared OMol25 structures with the same formula, charge and spin = 0.0 kJ/mol
orbital gap (alpha / beta) = 0.2442 / 0.1838 Eh
HOMO energy (alpha / beta) = -10.123 / -11.596 eV
multiplicity = 5
expectation value of S² = 6.10

=====

Record 2
C16H24N2O4 | ωB97M-V/def2-TZVPD

CARTESIAN COORDINATES (ANGSTROEM)
O -1.225854 -2.998145 0.703850
C -0.725578 -2.205617 -0.064247
C 0.652805 -2.420076 -0.697282
N 1.545708 -1.331944 -0.325446
C 2.161467 -1.624337 0.958403
C 3.153347 -0.577099 1.485933
O 2.756889 0.766882 1.395794
C 1.693555 1.164254 2.242453
C 0.363701 1.330109 1.491953
O 0.305193 2.611553 0.884653
C 0.107173 2.632841 -0.506566
C 1.211212 1.922397 -1.304858
O 0.671147 0.748593 -1.898731
C 1.629971 -0.121237 -2.454379
C 2.430134 -0.899013 -1.389367
N -1.281742 -1.045793 -0.489319
C -2.528305 -0.503574 -0.162798
C -3.290999 -0.955793 0.909254
C -4.510298 -0.362392 1.182108
C -4.980839 0.679550 0.401533
C -4.225811 1.125793 -0.670805
C -3.008793 0.537922 -0.955248
H 0.526065 -2.445776 -1.780725
H 1.036602 -3.399420 -0.373595
H 2.707300 -2.586382 0.936584
H 1.336590 -1.730853 1.670293
H 4.093872 -0.628266 0.929655
H 3.370905 -0.839993 2.532965
H 1.573583 0.450171 3.063905
H 1.971576 2.139857 2.654520
H 0.267268 0.536106 0.749674
H -0.465709 1.257667 2.207233
H 0.076545 3.694628 -0.758314
H -0.859291 2.180627 -0.766989
H 2.028829 1.675408 -0.620475
H 1.600009 2.573617 -2.100200
H 2.328805 0.432236 -3.096787
H 1.056576 -0.804753 -3.087252
H 3.171059 -0.228101 -0.958757
H 2.961604 -1.730164 -1.883189
H -0.715833 -0.478880 -1.117314
H -2.929179 -1.770338 1.513819
H -5.096683 -0.718425 2.016207
H -5.931988 1.139582 0.623442
H -4.587670 1.933317 -1.290291
H -2.424926 0.873249 -1.801318

Atomic forces in eV per Å
O -0.1 -0.2 0.2
C 0.4 -0.1 -0.3
C 0.0 0.0 0.2
N 0.3 -0.2 -0.1
C 0.1 0.3 0.1
C 0.0 -0.3 -0.1
O 0.0 0.2 -0.2
C -0.5 0.1 -0.2
C 0.2 0.0 0.3
O 0.2 0.1 0.2
C 0.1 -0.1 -0.2
C -0.1 0.3 0.1
O -0.2 0.0 -0.1
C 0.2 -0.2 0.0
C -0.3 0.3 -0.1
N 0.0 0.3 -0.3
C -0.3 0.0 0.1
C 0.1 -0.1 0.1
C 0.0 0.1 -0.1
C -0.1 0.0 0.0
C 0.0 0.0 0.0
C 0.1 -0.1 0.0
H 0.0 0.0 0.0
H -0.1 0.1 -0.1
H -0.1 0.1 0.1
H 0.1 -0.1 0.1
H -0.1 -0.1 0.1
H 0.0 0.0 -0.1
H 0.0 0.0 0.0
H -0.1 -0.1 0.1
H 0.0 0.0 0.0
H 0.1 0.0 -0.1
H 0.0 -0.1 -0.1
H 0.1 0.1 0.0
H 0.0 0.0 -0.1
H 0.0 -0.1 0.0
H -0.1 -0.1 0.0
H 0.1 0.0 0.0
H 0.1 -0.1 0.0
H 0.0 0.1 0.0
H 0.0 0.0 0.2
H 0.0 0.0 0.0
H 0.0 0.0 0.1
H -0.1 0.0 0.0
H 0.0 0.1 -0.1
H 0.1 0.0 -0.1

Calculated values
SMILES string = O=C(CN1CCOCCOCCOCC1)Nc1ccccc1
energy above the lowest of the compared OMol25 structures with the same formula, charge and spin = 295.4 kJ/mol
orbital gap = 0.3347 Eh
HOMO energy = -8.309 eV
multiplicity = 1